{"formula": "C24H32Br5FI2NO4S", "method": "wB97M-V/def2-TZVPD", "species": ["C", "C", "C", "C", "C", "C", "S", "C", "F", "C", "C", "O", "I", "C", "O", "C", "O", "C", "C", "C", "C", "C", "C", "C", "Br", "N", "C", "C", "O", "I", "H", "H", "H", "H", "H", "H", "H", "H", "H", "H", "H", "H", "H", "H", "H", "H", "H", "H", "H", "H", "H", "H", "H", "H", "Br", "C", "C", "Br", "H", "H", "H", "H", "Br", "C", "C", "Br", "H", "H", "H", "H"], "coordinates": [[2.7756, 0.0993, 1.6296], [1.5358, -0.0809, 0.6563], [0.3616, 0.9718, 0.9375], [-0.2647, 0.7418, 2.3671], [-0.1754, 2.0184, 3.3179], [1.3052, 2.4719, 3.6090], [1.9663, 1.5942, 5.1201], [-0.6634, 1.0075, -0.2710], [-0.1606, 1.9994, -1.1840], [-2.1191, 1.4541, 0.0904], [-2.2340, 2.8844, 0.7162], [-1.4913, 3.7969, 0.5489], [-3.9580, 3.2609, 2.0198], [-0.6330, -0.3832, -1.0406], [-1.7228, -0.5491, -1.9401], [-1.6875, -1.7812, -2.6213], [-1.5650, -1.7463, -3.8180], [-1.8570, -3.1732, -1.9666], [-0.8898, -3.8591, -1.1121], [-1.1119, -5.2124, -0.5595], [-2.3432, -5.9414, -0.8552], [-3.3358, -5.2565, -1.7187], [-3.1154, -3.9068, -2.2658], [0.7956, -0.6489, -1.6679], [1.0755, 0.1211, -3.4585], [1.9188, -0.1269, -0.7949], [3.1082, -0.9942, -1.0834], [4.4527, -0.1586, -1.1948], [4.4818, 0.9594, -1.5947], [6.2415, -1.2624, -0.5956], [3.3517, -0.8733, 1.6205], [2.4623, 0.2346, 2.7041], [3.4148, 0.9717, 1.3119], [1.1152, -1.1063, 0.9004], [0.8771, 1.9808, 0.9544], [-1.3009, 0.3213, 2.3788], [0.3838, -0.0339, 2.8811], [-0.7473, 2.8987, 2.9296], [-0.6349, 1.7687, 4.3212], [1.9965, 2.4078, 2.7331], [1.2685, 3.5612, 3.9043], [3.3277, 1.6462, 4.9565], [-2.7189, 1.4725, -0.8686], [-2.6529, 0.7305, 0.7679], [-0.7728, -1.1617, -0.2219], [0.0870, -3.3852, -0.8582], [-0.3294, -5.7160, 0.0635], [-2.5198, -6.9773, -0.4701], [-4.2606, -5.8487, -1.9520], [-3.9200, -3.5107, -2.9289], [0.8855, -1.7662, -1.7968], [2.0779, 0.8599, -1.0821], [3.0264, -1.5392, -2.0709], [3.1590, -1.7972, -0.3036], [4.8360, 3.1518, 3.3239], [4.9454, 4.6947, 4.5138], [3.6596, 5.4788, 4.5180], [3.4836, 6.5619, 2.9091], [5.8049, 5.2791, 4.1930], [5.1433, 4.2780, 5.5013], [3.6480, 6.1904, 5.3430], [2.7750, 4.8495, 4.5743], [-6.3746, -1.8353, -7.7219], [-5.6104, -1.1089, -6.0852], [-4.8143, -2.1506, -5.3427], [-5.9825, -3.4001, -4.4037], [-6.4351, -0.7034, -5.5027], [-4.9648, -0.2933, -6.4101], [-4.2083, -1.6873, -4.5639], [-4.1726, -2.7435, -5.9910]], "atomic_forces_ev_per_a": [[0.0, -0.4, -0.6], [-1.0, -0.8, 2.7], [0.6, 0.3, -0.5], [1.0, -0.2, 1.0], [0.2, -0.3, 0.3], [-0.2, 1.2, 0.3], [0.1, -0.2, -0.6], [-0.1, 0.5, -0.4], [-0.2, -1.1, 0.6], [-0.6, -0.2, -0.2], [0.5, 0.2, -0.2], [-0.3, -1.0, 0.0], [0.3, -0.4, -0.4], [-0.1, 0.1, 1.9], [1.2, -0.5, 0.3], [0.2, -1.2, -1.5], [-0.4, 0.2, 1.0], [-1.2, -2.1, 1.6], [-1.2, -0.9, 0.0], [-1.5, 0.6, -1.3], [0.4, 2.8, -1.2], [1.8, 0.4, 0.6], [1.4, -1.5, 1.2], [-1.3, -0.3, -0.8], [-0.2, -0.3, 0.8], [-0.3, 0.0, -0.6], [1.6, -0.7, -0.1], [-0.3, -0.3, 0.2], [-0.3, -0.8, 0.4], [-0.8, 0.4, -0.3], [-0.3, 1.3, 0.0], [0.1, 0.0, -1.3], [-0.5, -0.9, 0.4], [0.5, 1.0, -0.5], [-0.8, -0.9, -0.2], [0.9, 0.4, -0.3], [-0.9, 0.7, -0.5], [0.5, -0.8, 0.1], [0.3, 0.1, -1.2], [-0.6, -0.1, 0.8], [0.0, -1.1, -0.5], [-0.9, 0.2, -0.2], [0.6, 0.1, 1.0], [0.7, 0.6, -0.7], [0.3, 0.7, -0.8], [-0.9, -0.4, -0.2], [-0.8, 0.8, -0.7], [0.2, 1.2, -0.4], [0.9, 1.0, 0.1], [1.0, -0.2, 0.7], [0.2, 1.3, 0.3], [0.3, -0.4, -0.2], [-0.2, 0.9, 0.9], [0.1, 0.9, -0.6], [0.3, 0.1, -0.2], [0.0, -0.1, 0.2], [0.0, 0.4, -0.1], [-0.1, -0.1, 0.0], [-0.1, 0.0, 0.0], [-0.1, 0.0, -0.1], [0.1, -0.1, 0.0], [0.1, 0.0, 0.1], [0.0, 0.0, 0.1], [0.0, 0.0, -0.3], [0.0, 0.0, 0.3], [-0.1, 0.0, -0.2], [0.1, -0.1, 0.0], [0.0, -0.1, 0.1], [0.0, 0.0, -0.1], [-0.1, 0.1, 0.0]], "charge": 1, "e_tot_ev": -415044.488, "orbital_gap_ev": 8.65, "e_above_lowest_kcal_mol": 63.1, "lumo_energy_ha": -0.1108, "homo_energy_ev": -11.67}